130
Properties=species:S:1:pos:R:3:forces:R:3 method="wB97M-V/def2-TZVPD" total_energy_ev=-122833.677 homo_lumo_gap_ev=6.69 homo_energy_ev=-7.68
Ir 0.253010 -0.180914 0.141715 0.49 0.93 0.00
C 9.414909 0.462482 10.324902 0.00 -0.01 -0.02
O 9.644805 0.388715 8.927720 0.03 0.02 0.04
C 8.567106 0.332282 8.113593 -0.03 -0.02 -0.02
C 7.249420 0.320427 8.555918 -0.04 -0.02 -0.01
C 6.218786 0.254861 7.626231 0.01 0.00 0.05
C 6.477600 0.201222 6.265690 -0.07 0.01 -0.10
C 7.808118 0.213136 5.835878 0.00 0.00 -0.02
C 8.838631 0.278581 6.744225 0.01 -0.02 -0.01
C 5.408110 0.154979 5.262128 0.09 0.02 0.07
N 5.594159 0.139139 3.963079 -0.08 0.00 -0.05
C 4.335458 0.121962 3.418217 0.12 0.02 -0.16
C 3.376342 0.128502 4.398936 -0.14 0.01 0.13
N 4.076162 0.150643 5.581761 -0.05 -0.04 -0.01
C 1.975302 0.149819 4.120137 0.05 0.02 0.29
C 0.923832 0.182890 5.051143 0.16 -0.01 -0.07
C -0.372694 0.218882 4.599968 -0.11 0.06 -0.17
C -0.616049 0.219252 3.220045 0.10 0.07 0.24
N 0.368223 0.188867 2.340611 -0.68 -0.61 0.16
C 1.633614 0.143983 2.765023 0.33 0.05 -0.55
C 2.626889 0.106809 1.709035 -0.11 -0.08 0.21
N 2.181987 0.080513 0.415763 0.40 0.00 0.09
C 3.086889 0.082521 -0.549333 0.39 0.11 -0.01
C 4.464707 0.100088 -0.303050 -0.22 0.00 -0.13
C 4.922320 0.112373 0.983018 0.07 -0.02 0.29
C 3.982469 0.110936 2.023662 0.26 0.04 0.00
H 10.394784 0.519162 10.788022 0.01 0.00 0.00
H 8.895080 -0.427071 10.687947 -0.01 -0.01 -0.01
H 8.839057 1.353573 10.584767 0.00 0.01 0.00
H 7.011887 0.356099 9.608498 0.00 0.01 0.00
H 5.201498 0.246337 8.000250 0.01 0.01 0.01
H 8.009973 0.171717 4.774198 0.01 0.00 0.01
H 9.871496 0.286329 6.422455 -0.01 0.00 0.00
H 3.691173 0.125341 6.508318 0.01 0.03 0.01
H 1.129650 0.174235 6.114446 0.01 0.02 -0.01
H -1.205253 0.244922 5.289489 0.01 -0.02 -0.01
H -1.619323 0.232504 2.815681 -0.03 -0.05 -0.01
H 2.710507 0.087356 -1.552668 -0.01 0.01 -0.10
H 5.145766 0.106465 -1.142027 -0.04 0.00 -0.03
H 5.977578 0.128340 1.221880 -0.02 -0.02 0.00
C 1.571283 -1.096842 -3.159010 0.07 -0.02 -0.02
Si 0.168734 -0.234029 -2.201176 -0.22 -0.09 0.09
C -1.399299 -1.080547 -2.824135 -0.06 -0.13 0.00
C 0.087670 1.548619 -2.820672 0.08 0.11 -0.18
C 0.038793 1.865506 -4.185709 0.02 0.00 0.09
C 0.012839 3.182505 -4.614165 0.00 0.00 0.01
C 0.022101 4.214244 -3.679033 -0.02 -0.03 -0.03
C 0.049783 3.915706 -2.327209 -0.02 -0.07 0.03
C 0.088758 2.588287 -1.879395 0.10 0.11 -0.10
Si 0.190413 2.139982 -0.050199 -0.63 -0.13 -0.56
C 1.705463 3.032896 0.637730 0.16 -0.12 0.11
C -1.261429 2.994428 0.795381 0.00 0.06 0.17
H 1.170914 -1.566708 -4.061397 0.00 0.01 0.02
H 2.046879 -1.878617 -2.560023 -0.04 0.01 -0.02
H 2.341257 -0.391773 -3.487049 0.01 -0.05 -0.01
H -1.357631 -1.259972 -3.903896 -0.01 0.03 0.02
H -2.261534 -0.437707 -2.633438 0.02 -0.03 -0.04
H -1.551926 -2.038406 -2.317217 0.00 0.06 0.00
H 0.025927 1.068955 -4.925414 0.02 0.02 0.01
H -0.008445 3.411941 -5.673133 -0.02 0.00 0.01
H 0.010218 5.246065 -4.009766 -0.03 -0.01 0.00
H 0.043651 4.730232 -1.607288 0.02 -0.01 -0.03
H 1.573834 4.111545 0.520792 -0.01 -0.02 0.00
H 2.618639 2.749377 0.107780 -0.01 0.08 0.02
H 1.861596 2.830946 1.703275 -0.02 0.07 -0.03
H -1.236870 4.066899 0.576051 0.00 -0.03 0.02
H -1.224498 2.880379 1.884602 -0.03 0.00 -0.04
H -2.214833 2.606708 0.436835 0.01 0.05 0.01
F -7.455434 2.122652 4.239185 0.00 -0.01 0.00
C -6.569789 1.640074 3.344055 -0.04 -0.02 0.00
C -5.234207 1.927049 3.510902 0.11 0.01 -0.01
C -4.331984 1.423927 2.576948 -0.03 -0.04 0.00
C -4.757360 0.651731 1.500095 0.02 -0.06 0.10
C -6.123010 0.389301 1.370382 0.02 0.01 0.04
C -7.037406 0.875766 2.290960 -0.01 -0.01 -0.02
Sb -3.362242 -0.036888 0.013989 -0.04 0.18 -0.01
C -4.276954 -1.948145 -0.230617 0.05 -0.08 -0.05
C -4.355644 -2.599216 -1.459053 -0.03 -0.01 0.03
C -4.871566 -3.886355 -1.559307 0.00 0.03 -0.04
C -5.294654 -4.520233 -0.410442 -0.03 0.01 0.02
F -5.835552 -5.743522 -0.506940 0.02 -0.02 0.01
C -5.191546 -3.927653 0.833259 -0.03 0.04 0.02
C -4.680887 -2.640371 0.912956 -0.03 0.00 -0.06
C -4.350230 1.148316 -1.492548 0.04 0.00 -0.11
C -4.591558 2.485342 -1.169679 -0.04 -0.02 -0.04
C -5.046420 3.390219 -2.118449 0.01 0.01 0.06
C -5.265204 2.939082 -3.403081 0.01 0.02 -0.02
F -5.693954 3.813594 -4.336957 -0.02 0.00 0.00
C -5.062949 1.624890 -3.763770 -0.01 -0.07 0.00
C -4.599935 0.736666 -2.800817 -0.04 0.04 0.05
H -4.912715 2.532854 4.347947 -0.01 0.00 -0.01
H -3.280244 1.660672 2.695831 -0.01 0.04 -0.02
H -6.482085 -0.204861 0.537819 0.01 0.00 0.00
H -8.097270 0.676420 2.203559 0.01 0.01 -0.01
H -4.007754 -2.116278 -2.362336 0.01 -0.04 0.01
H -4.946583 -4.398433 -2.510014 -0.01 0.02 0.01
H -5.506570 -4.474412 1.711838 0.02 0.01 -0.01
H -4.608619 -2.169930 1.887864 0.00 -0.01 -0.01
H -4.444474 2.836462 -0.153783 0.04 0.01 -0.02
H -5.225782 4.428813 -1.873947 -0.01 -0.01 0.00
H -5.258019 1.309419 -4.780186 0.00 0.00 0.01
H -4.451798 -0.293732 -3.093171 0.03 0.03 -0.03
C 2.019166 -4.789136 -3.571260 -0.01 -0.04 0.03
C 1.066327 -5.232727 -2.494362 0.01 0.03 -0.04
C -0.240368 -4.748077 -2.455468 0.00 0.00 0.00
C -1.106849 -5.120418 -1.443081 0.05 -0.12 0.05
C -0.662682 -5.997663 -0.457189 0.04 0.17 -0.09
C 0.630230 -6.497288 -0.480036 -0.06 -0.05 -0.02
C 1.484119 -6.114415 -1.503239 0.02 -0.01 0.02
S -1.720935 -6.308621 0.919903 -0.04 -0.15 -0.02
O -3.065011 -6.411538 0.438256 -0.01 0.00 -0.02
O -1.132259 -7.338080 1.726227 0.04 0.04 -0.01
N -1.642820 -4.914826 1.781025 0.10 -0.05 -0.07
C -0.343841 -4.596392 2.399139 -0.17 -0.02 0.06
C -0.298363 -3.086355 2.601498 0.01 -0.18 -0.14
C -0.169392 -2.475508 1.216946 -0.29 -0.36 -0.35
O -1.222532 -2.043823 0.638597 0.08 0.11 0.50
O 0.955941 -2.440581 0.671068 -0.03 0.08 0.36
H 1.484553 -4.401568 -4.437949 0.01 0.00 0.00
H 2.657793 -5.611143 -3.896055 -0.01 0.00 0.00
H 2.667813 -3.993688 -3.198622 0.00 -0.01 -0.02
H -0.577926 -4.065200 -3.227034 0.00 -0.01 0.01
H -2.124530 -4.747526 -1.411650 0.02 0.03 -0.01
H 0.944649 -7.189517 0.290201 0.02 0.03 0.01
H 2.496828 -6.500447 -1.527592 -0.02 -0.01 0.00
H -2.008676 -4.157305 1.201441 -0.04 0.05 0.16
H 0.499643 -4.878210 1.760734 -0.02 -0.06 -0.03
H -0.259825 -5.154851 3.329197 -0.04 0.07 0.06
H 0.566863 -2.802604 3.201310 0.04 -0.06 -0.03
H -1.214181 -2.745587 3.085505 0.01 0.01 0.01